(1)
3 unconnected molecules or ions with the total composition C16H27Br3INO5P2 at a distorted geometry, computed with wB97M-V/def2-TZVPD.

The HOMO-LUMO gap comes out at 8.300 eV. Its spin multiplicity is 1. As for the SMILES: [H]/N=C(\C)C[C@]1(P(O)I)[C@@H](/C(Br)=C(/C)Br)O[C@H]([PH2]=O)[C@@H]1Br.CC(C)=O.CC(C)=O. The value obtained for the lowest unoccupied orbital energy is -0.20 eV.

```
55
Properties=species:S:1:pos:R:3:lowdin_charge:R:1
H 0.34 -0.05 3.79 0.051
N -0.06 -0.78 3.18 0.115
C 0.28 -0.56 1.94 -0.356
C 1.22 0.70 1.67 -0.104
C -0.24 -1.57 0.84 -0.202
C -1.58 -1.12 0.10 -0.499
P -1.41 0.02 -1.45 0.572
O -1.97 -0.78 -2.85 -0.437
I 0.97 0.47 -1.93 0.524
C -2.76 -0.73 1.13 -0.325
C -3.38 0.72 1.03 -0.581
Br -2.65 2.05 2.33 0.708
C -4.36 1.15 0.14 -0.656
C -4.96 2.62 0.13 -0.149
Br -5.09 -0.09 -1.21 0.753
O -3.83 -1.73 1.23 -0.141
C -3.22 -2.96 0.83 -0.437
P -2.63 -4.17 2.15 0.765
O -3.84 -4.45 3.07 -0.497
C -2.24 -2.54 -0.37 -0.624
Br -1.00 -3.93 -1.10 0.680
H 2.02 0.46 0.90 0.029
H 0.66 1.65 1.45 0.073
H 1.80 0.89 2.64 0.047
H -0.42 -2.56 1.38 0.073
H 0.60 -1.78 0.09 0.066
H -2.93 -0.93 -2.82 -0.011
H -2.37 -0.74 2.20 0.122
H -5.00 3.07 1.18 0.055
H -6.06 2.49 -0.17 0.071
H -4.45 3.30 -0.62 0.090
H -4.07 -3.48 0.28 0.146
H -2.20 -5.35 1.47 0.009
H -1.62 -3.58 2.98 0.027
H -2.98 -2.46 -1.23 0.060
C 3.69 -0.19 -7.12 -0.027
C 3.35 -0.50 -5.69 -0.507
C 2.28 -1.53 -5.44 -0.033
O 3.92 0.06 -4.77 0.045
H 4.48 0.57 -7.16 0.082
H 4.05 -1.09 -7.63 0.085
H 2.81 0.20 -7.64 0.085
H 2.58 -2.49 -5.86 0.086
H 1.34 -1.20 -5.88 0.088
H 2.15 -1.65 -4.36 0.050
C 3.96 3.82 4.96 -0.022
C 3.59 2.92 3.81 -0.488
C 3.94 3.38 2.42 -0.014
O 3.04 1.85 4.00 0.044
H 3.65 3.36 5.89 0.084
H 5.04 3.98 4.98 0.087
H 3.44 4.78 4.85 0.087
H 5.02 3.51 2.33 0.089
H 3.43 4.32 2.20 0.090
H 3.62 2.63 1.70 0.073
```

***

(2)
A molecular structure, C16H27ClGaIN2O4P at a distorted geometry, computed with wB97M-V/def2-TZVPD.

The HOMO-LUMO gap comes out at 5.290 eV. Its spin multiplicity is 1. As for the charge: -1. The value obtained for the lowest unoccupied orbital energy is 1.16 eV.

```
53
Properties=species:S:1:pos:R:3:lowdin_charge:R:1
C -0.26 -1.55 1.44 -0.114
C -1.04 -0.75 0.26 -0.304
C -0.08 0.32 -0.45 -0.693
Cl -0.58 2.09 -0.13 0.396
Ga 0.21 -0.04 -2.49 0.244
C 1.94 1.03 -2.98 -0.267
C 2.98 0.72 -1.79 -0.316
C 4.51 0.65 -2.24 -0.205
C 5.36 0.16 -0.94 -0.298
N 4.91 -1.16 -0.40 -0.050
C -1.41 0.49 -3.66 -0.267
C -1.98 1.95 -3.39 -0.855
O -1.45 2.93 -3.94 -0.079
I -3.74 2.15 -2.09 0.627
P 0.82 -2.32 -2.69 0.699
C -0.67 -3.40 -3.16 -0.400
O 1.94 -2.53 -4.01 -0.451
H -0.96 -1.64 2.34 0.019
H 0.66 -0.97 1.82 0.073
H 0.12 -2.56 1.11 0.073
H -1.53 -1.48 -0.46 0.082
H -1.86 -0.14 0.79 0.082
H 0.94 0.22 0.07 0.030
H 2.34 0.77 -4.01 0.038
H 1.62 2.13 -2.93 0.053
H 2.65 -0.26 -1.30 0.048
H 2.81 1.53 -0.99 0.116
H 4.91 1.70 -2.49 0.105
H 4.71 -0.03 -3.12 0.105
H 5.20 0.93 -0.11 0.106
H 6.48 0.06 -1.20 0.097
H 4.48 -1.68 -1.18 0.059
H 4.12 -0.94 0.24 0.055
H -2.30 -0.22 -3.56 0.042
H -1.04 0.49 -4.74 0.073
H -0.39 -4.51 -3.15 0.025
H -0.99 -3.08 -4.21 0.027
H -1.57 -3.26 -2.48 0.023
H 1.97 -1.66 -4.47 0.002
C -4.37 2.36 5.18 -0.079
C -4.83 1.12 4.75 -0.071
C -3.93 0.12 4.44 0.001
C -2.56 0.36 4.57 -0.135
C -2.10 1.60 4.99 0.004
C -3.01 2.60 5.30 -0.068
N -1.61 -0.71 4.27 -0.344
O -2.05 -1.78 3.88 0.048
O -0.42 -0.47 4.43 0.086
H -5.08 3.15 5.42 0.104
H -5.90 0.94 4.65 0.106
H -4.30 -0.85 4.10 0.119
H -1.03 1.80 5.09 0.121
H -2.66 3.57 5.63 0.106
```

***

(3)
4 unconnected molecules or ions with the total composition C16H27ClNO9, computed with wB97M-V/def2-TZVPD.

The HOMO-LUMO gap comes out at 10.467 eV. Its spin multiplicity is 1. As for the charge: +1. The value obtained for the lowest unoccupied orbital energy is -2.69 eV.

```
54
Properties=species:S:1:pos:R:3:lowdin_charge:R:1
C -2.73 -3.72 -1.64 -0.109
C -1.36 -3.11 -1.33 -0.710
Cl -0.23 -3.38 -2.72 0.634
C -1.40 -1.62 -1.00 -0.197
C -1.82 -1.40 0.46 -0.292
C -0.70 -1.18 1.47 -0.107
C -1.43 -0.69 2.73 -0.077
N -2.76 -0.15 2.22 0.088
C -2.71 -0.18 0.70 -0.053
H -2.67 -4.43 -2.47 0.066
H -3.45 -2.95 -1.91 0.084
H -3.13 -4.28 -0.79 0.079
H -0.90 -3.65 -0.50 0.096
H -2.11 -1.11 -1.66 0.099
H -0.43 -1.16 -1.19 0.108
H -2.40 -2.28 0.79 0.151
H -0.15 -2.10 1.69 0.131
H -0.01 -0.42 1.09 0.116
H -0.93 0.12 3.25 0.117
H -1.60 -1.51 3.42 0.132
H -3.53 -0.74 2.53 0.177
H -2.94 0.79 2.58 0.179
H -2.24 0.75 0.37 0.117
H -3.72 -0.25 0.31 0.149
C 3.16 -1.84 -2.08 -0.106
C 4.03 -2.96 -1.53 -0.094
O 4.99 -2.24 -0.74 0.074
C 4.48 -1.05 -0.41 -0.578
O 4.97 -0.28 0.36 0.148
O 3.31 -0.83 -1.06 0.044
H 2.11 -2.09 -2.16 0.067
H 3.54 -1.44 -3.02 0.138
H 3.48 -3.64 -0.88 0.133
H 4.56 -3.53 -2.29 0.136
C 2.82 2.40 3.02 -0.076
C 2.84 2.12 1.52 -0.071
O 1.44 1.85 1.27 0.045
C 0.70 2.44 2.23 -0.604
O -0.49 2.51 2.19 0.118
O 1.47 2.89 3.22 0.078
H 3.52 3.16 3.35 0.138
H 2.94 1.50 3.62 0.136
H 3.13 3.00 0.95 0.140
H 3.43 1.27 1.22 0.108
C -1.22 4.29 -2.28 -0.087
C -1.40 4.00 -0.80 -0.091
O -2.13 2.75 -0.84 0.033
C -1.89 2.15 -2.03 -0.567
O -2.23 1.04 -2.30 0.149
O -1.24 2.97 -2.85 0.081
H -0.27 4.76 -2.54 0.137
H -2.04 4.86 -2.71 0.137
H -0.46 3.82 -0.29 0.118
H -1.99 4.73 -0.26 0.138
```

***

(4)
A molecular structure, C16H27F8N2O10S2Y at a distorted geometry, computed with wB97M-V/def2-TZVPD.

The HOMO-LUMO gap comes out at 7.379 eV. Its spin multiplicity is 1. The value obtained for the lowest unoccupied orbital energy is -2.76 eV.

```
66
Properties=species:S:1:pos:R:3:lowdin_charge:R:1
Y 2.30 2.87 -0.33 1.916
C 5.26 0.73 0.00 -0.412
O 6.17 1.19 0.99 -0.086
O 4.40 1.76 -0.30 -0.301
C 6.10 0.22 -1.16 -0.553
F 7.14 -0.53 -0.80 0.173
F 5.28 -0.58 -1.92 0.109
F 6.54 1.15 -2.01 0.158
C 6.43 0.33 2.09 -0.287
C 7.74 0.63 2.70 -0.085
H 7.86 -0.11 3.50 0.085
H 8.59 0.60 2.02 0.084
H 7.78 1.61 3.18 0.079
H 6.36 -0.72 1.82 0.127
H 5.71 0.58 2.89 0.124
H 4.63 -0.02 0.50 0.146
C -0.63 4.06 -1.83 -0.410
O -0.26 2.98 -2.69 -0.135
O 0.37 4.10 -0.90 -0.306
C -0.84 5.34 -2.71 -0.567
F -0.09 5.30 -3.81 0.168
F -2.13 5.42 -3.09 0.140
F -0.58 6.44 -1.98 0.146
C -1.36 2.16 -3.17 -0.229
C -0.77 1.17 -4.14 -0.058
H -0.30 0.32 -3.64 0.064
H -1.53 0.73 -4.79 0.082
H 0.02 1.64 -4.72 0.083
H -2.13 2.80 -3.61 0.122
H -1.74 1.62 -2.31 0.109
H -1.54 3.81 -1.29 0.164
N 1.33 0.88 -0.21 -0.422
S 1.52 -0.65 -0.63 0.481
O 0.40 -1.29 -1.28 -0.233
O 2.24 -1.45 0.32 -0.239
F 2.54 -0.34 -1.82 -0.157
S -0.04 0.59 0.81 0.567
O 0.17 -0.32 1.89 -0.211
O -1.30 0.63 0.12 -0.230
F 0.00 2.05 1.45 -0.197
O -6.32 0.09 -0.12 0.091
C -6.92 -0.06 0.93 -0.555
O -6.37 0.10 2.12 0.020
C -4.99 0.34 2.24 -0.222
C -4.02 -0.77 1.83 -0.074
C -8.29 -0.58 0.94 0.009
H -4.65 0.72 3.20 0.121
H -4.75 1.15 1.54 0.120
H -4.28 -1.74 2.25 0.083
H -3.02 -0.59 2.25 0.063
H -3.87 -0.80 0.75 0.070
H -9.08 -0.35 0.24 0.090
H -8.73 -0.40 1.93 0.088
H -8.25 -1.68 0.90 0.100
C 0.17 -5.35 1.55 -0.093
C -0.02 -4.08 0.70 -0.256
C -1.43 -3.49 0.53 -0.186
C -2.37 -4.51 0.13 -0.240
N -3.08 -5.35 -0.22 0.147
H 1.22 -5.66 1.58 0.070
H -0.45 -6.18 1.23 0.067
H -0.12 -5.08 2.57 0.072
H 0.30 -4.33 -0.32 0.112
H 0.74 -3.32 0.89 0.079
H -1.40 -2.74 -0.26 0.101
H -1.69 -3.01 1.47 0.113
```

***

(5)
A molecular structure, C16H27IrN3O2S2Si at a distorted geometry, computed with wB97M-V/def2-TZVPD.

As for the expectation value of S²: 6.04. The HOMO-LUMO gap (alpha / beta) comes out at 7.343 / 6.702 eV. Its spin multiplicity is 5. As for the charge: +1. The value obtained for the lowest unoccupied orbital energy (alpha / beta) is -3.44 / -5.10 eV.

```
52
Properties=species:S:1:pos:R:3:lowdin_charge:R:1
Ir -0.32 0.79 -1.88 1.522
C -3.08 -1.15 -2.21 -0.060
C -1.77 -1.79 -1.86 -0.559
N -0.76 -1.14 -1.38 -0.144
C 0.47 -1.95 -1.19 -0.326
C 0.03 -3.36 -1.46 -0.370
S -1.45 -3.51 -2.27 1.083
C 2.01 -0.37 -0.03 -0.273
C 3.21 -0.02 0.57 -0.356
S 4.09 1.25 -0.16 1.114
C 2.60 1.63 -1.06 -0.547
N 1.64 0.69 -0.99 -0.075
C 2.56 2.91 -1.88 -0.071
H -3.75 -0.85 -1.32 0.128
H -3.60 -1.90 -2.81 0.067
H -2.96 -0.25 -2.87 0.084
H 0.73 -4.16 -1.35 0.072
H 3.64 -0.73 1.34 0.101
H 2.86 3.79 -1.23 0.110
H 1.51 3.16 -2.17 0.063
H 3.24 2.80 -2.71 0.081
C 2.00 -3.38 1.62 -0.034
C 0.99 -2.23 1.42 -0.530
C 1.33 -1.19 2.58 -0.032
C -0.41 -2.76 1.71 -0.031
C 1.18 -1.54 0.12 -0.067
H 1.96 -3.91 2.58 0.099
H 3.06 -3.12 1.50 0.082
H 1.78 -4.11 0.82 0.081
H 1.19 -1.66 3.57 0.101
H 0.79 -0.24 2.42 0.094
H 2.39 -1.04 2.57 0.032
H -0.60 -2.69 2.81 0.098
H -0.48 -3.82 1.37 0.096
H -1.18 -2.13 1.24 0.084
H 1.29 -1.72 -1.97 0.170
O -0.07 1.32 -4.68 0.036
N -0.15 1.01 -3.52 -0.391
C -0.94 2.72 2.38 -0.160
Si -1.68 2.25 0.60 0.271
C -3.47 1.75 1.03 -0.166
C -1.35 3.79 -0.49 -0.198
O -0.81 1.05 0.06 -0.502
H -1.75 3.35 2.86 0.038
H 0.01 3.20 2.22 0.009
H -0.71 1.84 2.99 0.007
H -3.72 2.58 1.77 0.054
H -3.37 0.75 1.41 0.018
H -4.22 1.74 0.23 0.016
H -1.88 4.71 -0.09 0.054
H -1.76 3.68 -1.55 0.030
H -0.30 3.99 -0.65 -0.005
```

***

(6)
C16H27N3O3S in the gas phase at a distorted geometry, computed with wB97M-V/def2-TZVPD.

The HOMO-LUMO gap comes out at 9.441 eV. Its spin multiplicity is 1. As for the SMILES: C=C(C)CSc1nnc(CCCCCNC(=O)OC(C)(C)C)o1. The value obtained for the lowest unoccupied orbital energy is 0.71 eV.

```
50
Properties=species:S:1:pos:R:3:lowdin_charge:R:1
C -5.12 -0.24 -0.34 0.054
C -4.38 -1.32 -0.13 -0.453
C -4.73 -2.39 0.86 -0.073
C -3.09 -1.53 -0.86 -0.392
S -1.66 -1.14 0.24 1.026
C -1.64 0.56 0.05 -0.669
N -2.33 1.29 -0.78 0.048
N -1.97 2.57 -0.55 0.105
C -1.09 2.57 0.38 -0.362
C -0.36 3.73 0.95 -0.110
C 0.59 4.34 -0.09 -0.189
C 1.56 3.32 -0.69 -0.209
C 2.52 2.71 0.34 -0.180
C 3.51 1.74 -0.31 -0.180
N 2.89 0.53 -0.76 0.085
C 2.95 -0.62 -0.04 -0.565
O 3.64 -0.77 0.94 0.087
O 2.14 -1.54 -0.60 0.027
C 2.09 -2.89 -0.08 -0.573
C 1.59 -2.88 1.37 -0.021
C 3.47 -3.55 -0.18 -0.019
C 1.09 -3.60 -0.98 -0.024
O -0.83 1.31 0.83 0.079
H -6.04 -0.08 0.18 0.063
H -4.82 0.52 -1.05 0.055
H -3.91 -2.54 1.55 0.067
H -4.90 -3.34 0.34 0.082
H -5.62 -2.13 1.41 0.078
H -2.94 -2.57 -1.14 0.083
H -2.99 -0.88 -1.72 0.078
H -1.09 4.49 1.25 0.124
H 0.19 3.40 1.83 0.119
H -0.01 4.77 -0.89 0.114
H 1.15 5.14 0.39 0.113
H 0.98 2.53 -1.17 0.105
H 2.14 3.82 -1.47 0.116
H 3.07 3.51 0.83 0.119
H 1.96 2.16 1.10 0.110
H 4.02 2.22 -1.15 0.122
H 4.26 1.44 0.43 0.120
H 2.23 0.56 -1.52 0.143
H 1.47 -3.90 1.71 0.090
H 2.31 -2.37 2.01 0.080
H 0.64 -2.37 1.43 0.046
H 3.40 -4.58 0.14 0.088
H 4.18 -3.02 0.45 0.079
H 3.82 -3.51 -1.21 0.091
H 1.43 -3.57 -2.02 0.088
H 0.98 -4.64 -0.68 0.089
H 0.12 -3.11 -0.92 0.044
```